(1)
Below is a cluster of 2 separate species, C4H10N in total at a distorted geometry, with properties calculated with wB97M-V/def2-TZVPD.

spin multiplicity = 1
net charge = +1
largest force on an atom = 3.69 eV Å⁻¹
LUMO = -6.2 eV
orbital gap = 0.280 Eh
energy relative to the best compared isomer or geometry (same formula, charge and spin) = 3.2432 eV

Bonds (Å) are listed after each position.
Geometry (Å):
1 C -0.76643 1.58058 1.91302  N2 1.280, H3 1.081, H4 1.094
2 N -0.16707 1.44017 0.79099  C1 1.280, H5 1.022, H6 1.019
3 H -0.26936 1.78142 2.85120  C1 1.081
4 H -1.72436 2.09380 1.79108  C1 1.094
5 H 0.81097 1.14735 0.75398  N2 1.022
6 H -0.67673 1.13347 -0.03620  N2 1.019
7 C 0.75064 -0.12211 -1.49793  C8 1.541, H10 1.100, H11 1.109, H12 1.083
8 C -0.31587 -1.04290 -0.87270  C7 1.541, C9 1.320, H13 1.098
9 C -0.00403 -2.04245 -0.06831  C8 1.320, H14 1.085, H15 1.081
10 H 0.83794 -0.43411 -2.54952  C7 1.100
11 H 1.64368 -0.68379 -1.15558  C7 1.109
12 H 0.79221 0.95381 -1.38129  C7 1.083
13 H -1.33827 -0.64260 -0.89144  C8 1.098
14 H -0.61205 -2.87063 0.28120  C9 1.085
15 H 1.03875 -2.29202 0.07147  C9 1.081

---

(2)
Below is a cluster of 2 separate species, C4H10N2 in total at a distorted geometry, with properties calculated with wB97M-V/def2-TZVPD.

SMILES string = C=CN.C=NC
spin multiplicity = 1
largest force on an atom = 3.01 eV Å⁻¹
LUMO = 0.9 eV
orbital gap = 0.340 Eh
energy relative to the best compared isomer or geometry (same formula, charge and spin) = 2.7397 eV

Bonds (Å) are listed after each position.
Geometry (Å):
1 C -1.28194 2.27566 1.10639  C2 1.344, H4 1.097, H5 1.074
2 C -1.34248 1.03666 0.58819  C1 1.344, N3 1.388, H6 1.083
3 N -2.48933 0.57930 -0.04683  C2 1.388, H7 1.006, H8 1.005
4 H -2.19643 2.82930 0.86111  C1 1.097
5 H -0.58795 2.58132 1.86676  C1 1.074
6 H -0.60135 0.30025 0.87275  C2 1.083
7 H -3.17983 1.27600 -0.26878  N3 1.006
8 H -2.45907 -0.14648 -0.74062  N3 1.005
9 C 1.77775 -0.17703 -0.08069  N10 1.269, H12 1.079, H13 1.106
10 N 2.08120 -1.40850 -0.05293  C9 1.269, C11 1.490
11 C 1.49819 -2.22889 -1.15140  N10 1.490, H14 1.086, H15 1.093, H16 1.075
12 H 1.79776 0.45152 0.79646  C9 1.079
13 H 1.63732 0.22611 -1.10081  C9 1.106
14 H 1.96022 -3.20880 -1.22051  C11 1.086
15 H 1.81984 -1.66554 -2.03148  C11 1.093
16 H 0.43331 -2.15623 -1.01997  C11 1.075

---

(3)
Below is a cluster of 2 separate species, C4H10N2 in total at a distorted geometry, with properties calculated with wB97M-V/def2-TZVPD.

SMILES string = C=CN.C=CN
spin multiplicity = 1
largest force on an atom = 2.84 eV Å⁻¹
LUMO = 1.0 eV
orbital gap = 0.328 Eh
energy relative to the best compared isomer or geometry (same formula, charge and spin) = 2.9069 eV

Bonds (Å) are listed after each position.
Geometry (Å):
1 C -0.86683 1.84403 0.25281  C2 1.381, H4 1.088, H5 1.172
2 C 0.39626 1.67286 -0.27815  C1 1.381, N3 1.417, H6 1.100
3 N 0.88826 2.26369 -1.46853  C2 1.417, H7 1.015, H8 0.993
4 H -1.58025 2.58547 -0.10105  C1 1.088
5 H -1.15973 1.16338 1.16035  C1 1.172
6 H 1.20998 1.09460 0.18377  C2 1.100
7 H 0.20211 2.87531 -1.89917  N3 1.015
8 H 1.48834 1.76548 -2.08319  N3 0.993
9 C 0.55699 -1.18799 1.22110  C10 1.352, H12 1.038, H13 1.114
10 C -0.48264 -1.88255 0.70604  C9 1.352, N11 1.404, H14 1.054
11 N -0.41762 -2.86527 -0.29527  C10 1.404, H15 1.010, H16 1.061
12 H 1.37871 -0.88443 0.66362  C9 1.038
13 H 0.46695 -0.95990 2.30819  C9 1.114
14 H -1.42081 -1.64988 1.12714  C10 1.054
15 H 0.56569 -2.92908 -0.51573  N11 1.010
16 H -1.22540 -2.90573 -0.98192  N11 1.061